(1)
Density functional theory data (the ωB97M-V functional and the def2-TZVPD basis) for a 2-piece molecular cluster, C4H10NO2S overall.

Values from the calculation:
Kohn-Sham gap (spin up / spin down) (Eh): 0.3834 / 0.2534
LUMO energy (spin up / spin down) (eV): 0.68 / -2.51
⟨S²⟩: 0.75

Structure (ORCA input):
```
! RIJCOSX wB97M-V def2-TZVPD def2/J DEFGRID3
* xyz 0 2
C 1.2525 -0.2352 0.1238
N 0.5132 0.4220 -0.9570
C 1.0330 1.6166 -1.4849
O 0.6239 2.1396 -2.4975
C 0.6536 0.1369 1.4961
C -0.8590 -0.0080 1.8294
S -1.3686 -1.7238 1.3305
H 1.2826 -1.3017 -0.0288
H 2.3032 0.1360 -0.0011
H 0.0679 -0.2386 -1.5873
H 1.5552 2.2800 -0.6006
H 1.2014 -0.5466 2.2900
H 1.1239 1.0747 1.7866
H -1.1226 -0.0234 2.8928
H -1.5666 0.6885 1.2113
H -2.1582 -1.8140 -1.1438
H -2.5075 -0.9598 -2.5417
O -2.0277 -1.6430 -2.1176
*
```

Atom charges from the Mulliken analysis, given in e for atoms 1 to 5:
1. C -0.89
2. N -0.04
3. C 0.12
4. O -0.50
5. C -0.43

---

(2)
Density functional theory data (the ωB97M-V functional and the def2-TZVPD basis) for a 2-piece molecular cluster, C2H10NS2 overall.

Values from the calculation:
Kohn-Sham gap (Eh): 0.3593
LUMO energy (eV): -3.43

Structure (ORCA input):
```
! RIJCOSX wB97M-V def2-TZVPD def2/J DEFGRID3
* xyz 1 1
C 1.3896 -0.3767 -1.7838
N -0.0462 -0.7935 -1.7853
H 1.8277 -0.5230 -2.7648
H 1.9450 -0.9341 -1.0360
H 1.3947 0.6750 -1.5031
H -0.5873 -0.2008 -2.4224
H -0.1681 -1.7877 -2.0007
H -0.4549 -0.6521 -0.8442
C -0.4007 1.5519 2.1697
S -1.4448 0.6624 1.0225
S -0.9117 -1.3145 1.4038
H 0.6564 1.5799 1.9234
H -0.7823 2.5783 2.1216
H -0.5604 1.2091 3.1872
H -1.8571 -1.6741 2.3121
*
```

Atom charges from the Mulliken analysis, given in e for atoms 1 to 5:
1. C -0.72
2. N -0.11
3. H 0.34
4. H 0.33
5. H 0.33

---

(3)
Density functional theory data (the ωB97M-V functional and the def2-TZVPD basis) for C12H12Cl2INO11P2W as an isolated structure.

Values from the calculation:
Kohn-Sham gap (spin up / spin down) (Eh): 0.2616 / 0.3119
LUMO energy (spin up / spin down) (eV): -1.32 / -1.23
⟨S²⟩: 2.02

Structure (ORCA input):
```
! RIJCOSX wB97M-V def2-TZVPD def2/J DEFGRID3
* xyz 0 3
W 0.4559 0.6140 0.5327
O 0.0210 -0.4404 2.2972
Cl 0.5929 -0.3030 3.6985
O 1.0172 1.0590 3.8884
O 1.7037 -1.2081 3.7046
O -0.4570 -0.6894 4.5176
O 1.3236 3.6794 -2.4967
P 0.1742 2.9968 -1.5777
O -1.1611 2.8438 -2.2054
O 0.8833 1.7857 -0.9867
O -0.0456 4.0131 -0.2993
P 0.5384 3.6695 1.1735
O 2.0750 3.3938 0.8908
O 0.2380 4.7520 2.0824
O 0.0425 2.2527 1.5171
H 0.9809 4.4566 -2.9221
H 2.6409 3.8041 1.5200
I -3.7857 -0.2731 -3.6221
C -2.9678 -0.7394 -1.7998
C -3.5554 -1.7467 -1.0844
C -2.9430 -2.0714 0.1134
C -1.8721 -1.3884 0.5426
N -1.3349 -0.3916 -0.1918
C -1.8524 -0.0338 -1.3569
H -4.4308 -2.2327 -1.4137
H -3.3509 -2.7916 0.8170
H -1.3971 -1.6573 1.4695
H -1.4211 0.9040 -1.8171
Cl 2.2156 -0.0163 -2.7107
C 1.5973 -1.1852 -1.5258
C 0.6437 -2.0662 -2.0670
C 0.1513 -3.0874 -1.2543
C 0.4049 -3.0709 0.1059
C 1.3090 -2.1732 0.6138
C 1.9439 -1.2179 -0.1586
C 2.5107 -0.0937 0.6193
H 0.2908 -1.8711 -3.0754
H -0.6058 -3.8001 -1.6129
H -0.0360 -3.8597 0.7250
H 1.5327 -2.1143 1.6639
H 3.0650 0.6147 0.1112
H 2.8645 -0.3163 1.5739
*
```

Atom charges from the Mulliken analysis, given in e for atoms 1 to 5:
1. W 1.41
2. O -0.67
3. Cl 1.81
4. O -0.58
5. O -0.66

---

(4)
Density functional theory data (the ωB97M-V functional and the def2-TZVPD basis) for C48H41GeNO5S3Ti as an isolated structure.

Values from the calculation:
Kohn-Sham gap (Eh): 0.0992
LUMO energy (eV): 3.82

Structure (ORCA input):
```
! RIJCOSX wB97M-V def2-TZVPD def2/J DEFGRID3
* xyz -2 1
Ti 0.4913 -0.4198 -0.3858
C -2.6690 1.2288 2.8580
C -1.4166 0.5249 2.3726
C -0.1713 1.3806 2.1829
C 1.1098 0.8600 2.7085
C 2.2963 1.7664 2.5978
C 1.1826 -0.3555 3.2697
C -0.0011 -1.1792 3.4997
C 0.1794 -2.4571 4.2647
C -1.1986 -0.7537 3.0857
H -2.5889 1.4343 3.9313
H -3.5569 0.6090 2.7009
H -2.8312 2.1816 2.3513
H -0.3013 2.4538 2.3290
H 2.5096 1.9678 1.5443
H 3.1774 1.3236 3.0692
H 2.0830 2.7270 3.0831
H 2.1446 -0.7410 3.6013
H 0.8447 -3.1466 3.7373
H -0.7782 -2.9613 4.4162
H 0.6298 -2.2586 5.2444
H -2.0861 -1.3411 3.3220
O -1.8076 -2.4928 -3.0567
C -0.8393 -1.6592 -2.5213
O -0.9455 -1.4144 -1.2054
C 0.1606 -1.0516 -3.1981
C 0.5253 -1.0162 -4.5922
C 1.5370 -0.1451 -4.9763
C 2.1836 0.7275 -4.1041
C 1.8140 0.6779 -2.7153
N 0.9024 -0.2933 -2.2767
C 2.1415 1.4677 -1.6649
O 2.9104 2.6228 -1.7244
O 1.5821 1.1720 -0.4773
H -2.3653 -2.7205 -2.3030
H 0.0151 -1.6557 -5.3010
H 1.8236 -0.1264 -6.0271
H 2.9841 1.3794 -4.4312
H 2.5323 3.1587 -2.4358
O 1.5714 -1.8178 0.2881
C 2.2536 -2.9449 0.6661
C 1.2776 -3.9841 1.2044
C 1.5178 -5.2146 1.7503
C 0.3233 -5.9155 2.0612
C -0.7896 -5.2017 1.7219
S -0.3986 -3.6861 1.0369
C 2.9498 -3.5411 -0.5534
C 4.1711 -4.1445 -0.6469
C 4.4454 -4.6047 -1.9636
C 3.4230 -4.3327 -2.8247
S 2.1339 -3.5129 -2.0601
C 3.3163 -2.5395 1.6848
C 4.0526 -1.3979 1.5663
C 4.9668 -1.2133 2.6365
C 4.9013 -2.2155 3.5575
S 3.7337 -3.3910 3.1201
H 2.5119 -5.6207 1.8861
H 0.2950 -6.9022 2.5063
H -1.8216 -5.4945 1.8435
H 4.8512 -4.2291 0.1913
H 5.3685 -5.0868 -2.2603
H 3.3804 -4.5223 -3.8860
H 3.8987 -0.7031 0.7498
H 5.6240 -0.3585 2.7291
H 5.4675 -2.3240 4.4704
C -0.8477 0.7294 0.9742
Ge -1.8002 1.9500 -0.1905
C -1.7484 3.8106 0.4969
C -0.5027 4.4238 0.6557
C -0.3967 5.7223 1.1374
C -1.5381 6.4363 1.4781
C -2.7831 5.8395 1.3395
C -2.8807 4.5397 0.8563
C -1.2652 2.0692 -2.0711
C -0.3629 3.0276 -2.5377
C -0.1002 3.1593 -3.8954
C -0.7212 2.3202 -4.8100
C -1.6131 1.3587 -4.3650
C -1.8846 1.2372 -3.0057
C -3.6676 1.3247 -0.3491
C -4.6566 2.0563 -1.0063
C -5.9345 1.5435 -1.1899
C -6.2408 0.2680 -0.7342
C -5.2601 -0.4869 -0.1048
C -3.9874 0.0376 0.0835
H 0.4006 3.8734 0.4073
H 0.5821 6.1750 1.2511
H -1.4567 7.4499 1.8550
H -3.6808 6.3848 1.6114
H -3.8609 4.0819 0.7686
H 0.1391 3.6860 -1.8369
H 0.6112 3.9016 -4.2418
H -0.4754 2.3888 -5.8635
H -2.0727 0.6743 -5.0672
H -2.5844 0.4767 -2.6785
H -4.4184 3.0378 -1.4056
H -6.6864 2.1312 -1.7054
H -7.2334 -0.1418 -0.8853
H -5.4828 -1.4950 0.2284
H -3.2167 -0.5673 0.5512
*
```

Atom charges from the Mulliken analysis, given in e for atoms 1 to 5:
1. Ti -1.79
2. C -1.46
3. C 2.84
4. C 0.30
5. C -0.02

---

| no. | largest force on an atom (eV Å⁻¹) |
| --- | --- |
| 1 | 3.50 |
| 2 | 0.91 |
| 3 | 2.55 |
| 4 | 0.53 |